[1]
57
Properties=species:S:1:pos:R:3:forces:R:3 method="wB97M-V/def2-TZVPD" e_homo_ev="-8.14 / -10.72" s_squared=2.0364 lumo_energy_ev="-2.9 / -5.1" multiplicity=3 charge=+1 energy_ev=-56866.877
C -0.195333 -2.964202 -3.804184 -0.70 -1.33 -0.13
C -0.070739 -1.645444 -3.385653 -0.69 1.49 0.16
C -1.218056 -0.798286 -3.484570 0.12 -1.51 0.30
C -2.537447 -1.381458 -3.562396 1.32 -1.27 -0.39
C -2.622458 -2.762673 -3.895927 -0.51 1.39 0.46
C -1.465469 -3.515860 -4.062511 1.40 -0.19 -0.03
C -3.609427 -0.541668 -3.219773 -1.35 -0.27 -0.49
C -3.417534 0.821211 -2.930419 0.17 1.91 0.63
C -2.062065 1.313175 -2.992266 -0.87 0.79 0.99
C -1.718001 2.580274 -2.431855 0.68 -1.42 -0.74
C -2.734211 3.431138 -2.033154 -1.47 0.42 0.42
C -4.078061 3.011042 -2.056227 1.08 1.01 0.19
C -4.419258 1.733073 -2.483540 0.45 -1.53 -0.55
H 0.709011 -3.576479 -3.916008 -0.47 0.15 0.13
H -3.609884 -3.207274 -4.023796 0.27 0.05 0.01
H -1.530610 -4.565186 -4.362938 -0.02 0.41 0.05
H -4.610977 -0.960707 -3.135390 0.17 0.03 -0.02
H -2.471488 4.433985 -1.688282 -0.21 -0.29 -0.01
H -4.846011 3.701347 -1.704190 0.17 -0.23 -0.20
H -5.462084 1.402088 -2.481566 0.35 0.15 0.05
N -1.056015 0.530523 -3.412885 0.99 0.25 0.49
Au 0.480037 -0.482438 1.249798 1.52 1.31 -0.95
C 1.198905 -1.069903 -2.797925 -0.28 0.16 -0.17
H 1.182438 0.016668 -2.948891 0.15 -0.17 -0.15
H 2.067725 -1.515410 -3.307699 -0.05 0.16 0.34
C -0.250449 2.862734 -2.195672 -0.30 -0.12 -0.35
H 0.328285 2.406554 -3.009522 -0.08 0.33 0.06
H -0.065173 3.941313 -2.115540 0.04 -0.17 -0.11
P 1.474434 -1.299641 -0.937202 0.61 -0.76 -0.68
P 0.377134 2.053580 -0.634895 -0.34 0.76 -0.09
C -0.436559 3.213948 0.530080 -0.05 -0.12 0.21
H -0.111069 2.988219 1.552189 -0.11 0.17 -0.09
H -0.185530 4.253437 0.277404 -0.09 -0.21 0.15
H -1.521318 3.070883 0.462633 0.18 0.08 0.11
C 2.079220 2.761003 -0.577914 -0.08 -0.12 -0.06
H 2.029573 3.859885 -0.555978 0.15 -0.32 -0.05
H 2.579183 2.393888 0.329996 -0.03 0.17 -0.25
H 2.643788 2.426569 -1.459398 -0.04 0.14 0.26
C 1.298762 -3.106415 -0.819939 0.10 -0.18 0.06
H 2.026890 -3.614192 -1.466342 -0.23 0.00 0.15
H 1.436869 -3.417407 0.221777 0.01 -0.06 -0.22
H 0.281490 -3.365320 -1.136722 0.19 -0.07 0.10
C 3.293447 -1.056135 -0.885913 0.07 -0.05 -0.02
H 3.623502 -0.977025 0.160016 -0.03 -0.02 -0.38
H 3.800195 -1.904974 -1.369883 -0.07 0.34 0.09
H 3.548119 -0.125775 -1.414359 0.00 -0.25 0.21
H -1.007371 -1.237701 1.032284 -1.55 -0.13 -0.49
H -1.056892 -0.692200 0.364526 -0.43 -0.62 0.57
C 2.588946 -0.590711 3.731057 0.55 0.04 0.25
S 1.523183 0.699972 3.021182 -0.34 -0.98 -0.04
C 0.167855 0.695382 4.230918 -0.28 0.50 0.43
H 3.161138 -1.073229 2.930696 -0.20 0.20 0.18
H 1.990157 -1.335654 4.262925 0.08 0.16 -0.25
H 3.289187 -0.117301 4.427045 -0.16 -0.13 -0.10
H 0.274750 -0.148009 4.922882 -0.03 0.22 -0.28
H 0.211134 1.637710 4.788958 -0.07 -0.28 -0.03
H -0.783371 0.626556 3.692558 0.32 0.06 0.26

[2]
60
Properties=species:S:1:pos:R:3:forces:R:3 method="wB97M-V/def2-TZVPD" e_homo_ev=-6.14 lumo_energy_ev=-1.2 energy_ev=-55130.228
P 2.354105 -0.590652 -1.499447 1.18 -0.91 -0.54
P -0.440652 -2.220792 -1.704539 2.27 -3.19 0.44
C 2.389637 -2.425083 -1.822241 0.27 0.46 -0.18
C 1.129377 -2.837160 -2.558038 -0.48 0.19 -0.04
H 2.514582 -2.934835 -0.850988 -0.16 0.10 -0.44
H 3.273463 -2.633887 -2.444944 -0.14 -0.15 0.26
H 1.111283 -2.449468 -3.587499 0.20 -0.15 0.15
H 1.052260 -3.931652 -2.588078 -0.14 0.18 -0.24
C -0.255001 -3.418398 -0.334362 -0.11 -0.16 0.51
H -1.166767 -3.463403 0.259774 0.05 0.02 0.16
H 0.589105 -3.206373 0.324635 -0.23 0.23 -0.01
H -0.089848 -4.398943 -0.802108 -0.03 0.21 0.21
C -1.587295 -3.271479 -2.678387 -0.18 0.06 0.03
H -1.357089 -4.313237 -2.407777 -0.31 0.30 -0.36
H -1.411424 -3.117877 -3.751763 -0.35 -0.07 0.19
H -2.616749 -3.029463 -2.376708 0.08 -0.29 -0.38
C 3.989907 -0.540385 -0.674879 0.41 0.20 0.24
H 4.187314 0.458804 -0.271299 0.00 -0.23 0.01
H 4.744092 -0.772190 -1.441323 -0.04 0.01 0.37
H 4.073658 -1.282102 0.128136 -0.11 0.26 -0.09
C 2.996922 -0.017749 -3.112060 0.16 0.18 -0.30
H 2.351704 -0.319831 -3.944957 0.11 0.16 0.07
H 4.007951 -0.436001 -3.241627 -0.37 0.19 -0.30
H 3.060804 1.079001 -3.075324 0.00 -0.27 -0.20
Ba -1.726992 0.207078 -2.338895 -1.27 4.27 0.99
C -0.344732 -0.727363 2.375385 0.75 -0.63 -0.63
C 0.824633 -1.288855 2.708977 -0.78 -0.49 0.21
C 2.146016 -0.603908 2.705418 0.48 0.18 -0.03
C 2.061124 0.901327 3.090983 0.68 -0.70 0.11
C 2.188191 1.788270 1.887805 0.37 0.51 -0.74
C 1.537234 1.759025 0.714564 -0.11 -0.27 -0.55
C 0.322065 0.923786 0.320697 0.08 -0.72 0.86
C -0.525514 0.463987 1.508400 -1.25 0.69 -0.02
C -1.304937 3.092399 -1.712989 -0.22 -1.53 -0.44
H -1.331706 -1.126911 2.646399 0.68 -0.56 -0.01
H 0.875195 -2.306165 3.081125 -0.39 0.00 0.49
H 2.668228 -0.763597 1.748357 0.00 0.32 0.22
H 2.781851 -1.070736 3.470021 -0.22 -0.19 -0.20
H 1.150686 1.015745 3.706758 0.45 0.30 -0.31
H 2.965066 1.092960 3.722549 -0.93 0.08 -0.29
H 3.070113 2.444125 1.954961 -0.55 -0.01 -0.21
H 1.882635 2.410252 -0.109456 -0.02 -0.16 0.62
H 0.613698 0.036341 -0.293377 -0.32 1.00 0.78
H -0.334252 1.564132 -0.316175 0.32 -0.10 0.43
H -0.634773 1.346411 2.130466 0.02 -0.25 0.03
H -1.558164 0.325847 1.111552 0.81 0.26 0.19
H -1.814127 3.450649 -2.607143 0.06 0.57 -0.14
H -0.328353 3.532807 -1.569218 0.37 0.28 -0.33
H -1.902719 3.315395 -0.824892 0.02 -0.24 -0.27
F -1.849627 2.625216 2.491943 -0.03 -0.56 0.12
C -3.029276 2.194707 1.922856 -1.36 1.27 -0.21
C -3.146508 1.752689 0.623878 0.42 -0.03 -1.07
C -4.282226 2.062078 -0.077257 -0.17 0.23 2.46
F -4.388489 1.740149 -1.431136 -0.15 -0.08 0.25
C -5.330875 2.722473 0.597978 -0.20 -0.57 -0.54
F -6.451910 3.140634 -0.016270 -0.25 -0.01 -0.34
C -5.280323 2.924116 1.979298 -0.32 -0.40 -0.28
F -6.343503 3.371128 2.678537 0.07 0.19 -0.51
C -4.119084 2.661680 2.656219 1.10 0.22 -0.33
F -3.959985 3.095286 3.917483 -0.24 -0.18 0.12